Record 1
3 unconnected molecules or ions with the total composition C9H20FNO4PS2. Source: the Open Molecules 2025 dataset; level of theory: ωB97M-V/def2-TZVPD.

Geometry as XYZ:
```
38
C9H20FNO4PS2, DFT ωB97M-V/def2-TZVPD
N 0.82098 2.92691 -4.07386
P 2.13450 3.52565 -3.38629
C 2.61311 2.77430 -1.87902
F 4.02611 3.07404 -1.64707
H 0.09575 3.63025 -4.13331
H 3.22022 3.45484 -4.32874
H 1.99267 4.90951 -3.12938
H 2.54050 1.70629 -2.07580
C 0.30505 -0.18395 2.88033
C 1.81465 -0.06207 3.12427
C 2.39409 0.72612 1.93689
S 1.06502 1.77819 1.33134
O 0.66065 1.31281 0.03857
O 1.35905 3.15269 1.62656
C -0.18058 1.20364 2.48334
H -0.22375 -0.55308 3.75830
H 0.11988 -0.88011 2.06146
H 1.99048 0.47530 4.05882
H 2.29208 -1.03691 3.21249
H 3.23540 1.35354 2.21526
H 2.67848 0.07015 1.11770
H -1.14459 1.20167 1.98086
H -0.20327 1.88377 3.33464
C -2.24436 -1.47861 -1.59086
C -3.34770 -2.53042 -1.38839
C -2.72221 -3.71970 -0.64402
S -1.36955 -3.03553 0.32508
O -0.12988 -3.57274 -0.17474
O -1.69896 -3.11278 1.72902
C -1.54090 -1.34669 -0.24509
H -2.64664 -0.52329 -1.91938
H -1.53577 -1.81964 -2.34684
H -4.15148 -2.10217 -0.78636
H -3.78188 -2.84819 -2.33506
H -3.42141 -4.20836 0.02888
H -2.29608 -4.44889 -1.32940
H -0.55910 -0.87791 -0.30937
H -2.16056 -0.81864 0.47918
```

## Properties
* total charge: -1
* HOMO energy: -2.23 eV
* gap between HOMO and LUMO: 0.1674 hartree
* energy relative to the best compared isomer or geometry (same formula, charge and spin): 13.4 kJ/mol
* LUMO energy: 2.32 eV

---

Record 2
3 unconnected molecules or ions with the total composition C9H20IN5O9PS4 in a non-equilibrium geometry. Source: the Open Molecules 2025 dataset; level of theory: ωB97M-V/def2-TZVPD.

Geometry as XYZ:
```
49
C9H20IN5O9PS4, DFT ωB97M-V/def2-TZVPD
O 4.22068 -2.08543 0.51038
N 3.23561 -1.48510 -0.19420
C 3.40805 -0.63755 -1.18913
N 2.23216 -0.24246 -1.61745
C 1.31283 -0.84000 -0.88384
N -0.02143 -0.66364 -1.05051
N -0.34401 0.25988 -2.10901
C -0.43447 1.42921 -1.69135
S -0.88510 2.74408 -1.05927
P -1.39115 -1.33273 -0.26113
O -1.33955 -0.87038 1.27196
O -1.29185 -2.92417 -0.37017
S -3.02100 -0.71697 -1.05863
N 1.90687 -1.63992 0.04749
I 1.38198 -2.87323 1.58878
H 4.35074 -2.97227 0.13985
H 4.36350 -0.32320 -1.55610
H -1.36256 -1.64340 1.85341
H -2.11702 -3.23024 0.03464
O -2.93744 3.58126 -7.63638
S -1.54601 3.79759 -7.39731
O -0.56933 2.90393 -7.93447
O -1.31896 3.93093 -5.82330
C -1.78473 2.85316 -4.99003
C -0.91853 1.61135 -5.09637
C -1.11474 5.44638 -7.83082
H -2.82706 2.62976 -5.22354
H -1.75669 3.24033 -3.97286
H -0.97620 1.17690 -6.09257
H -1.24556 0.85525 -4.38430
H 0.12874 1.85301 -4.90633
H -1.83957 6.12906 -7.39697
H -1.13958 5.50570 -8.91639
H -0.11192 5.65327 -7.46754
O 0.36366 -2.39500 4.77371
S 1.09077 -1.95920 5.93794
O 2.05792 -2.81998 6.53459
O 0.05655 -1.47279 7.02536
C -0.98312 -2.38971 7.45401
C -0.45841 -3.49358 8.34950
C 1.83396 -0.39704 5.61875
H -1.49835 -2.79298 6.58114
H -1.69739 -1.77872 8.00025
H 0.22049 -4.15471 7.81333
H -1.28647 -4.09376 8.72507
H 0.09028 -3.07533 9.19244
H 1.09383 0.26808 5.18220
H 2.65192 -0.56720 4.92162
H 2.21767 0.00154 6.55354
```

## Properties
* total charge: +1
* HOMO energy: -11.88 eV
* gap between HOMO and LUMO: 0.2530 hartree
* LUMO energy: -5.00 eV

---

Record 3
2 unconnected molecules or ions with the total composition C9H20N3 in a non-equilibrium geometry. Source: the Open Molecules 2025 dataset; level of theory: ωB97M-V/def2-TZVPD.

Geometry as XYZ:
```
32
C9H20N3, DFT ωB97M-V/def2-TZVPD
C -1.50911 1.35761 3.03311
C -1.91961 0.94520 2.00473
C 1.16884 -0.95463 -2.28532
C 0.26271 1.55143 -0.14233
C 2.53039 0.25767 0.90908
C 0.78243 -1.21790 1.88258
C -0.07737 -0.74825 -1.32301
C -2.43036 0.24097 0.94061
C 0.19715 0.07942 -0.15724
N -3.80296 0.16860 -1.11734
N -3.04983 0.87268 -0.13753
N 1.33128 -0.59343 0.69015
H -1.45908 1.98005 3.89830
H 2.10637 -1.47293 -1.72784
H 1.37055 0.13075 -2.58233
H 1.14307 -1.39154 -3.26852
H -0.63705 1.85691 -0.56083
H 0.43669 2.04863 0.82010
H 1.12396 1.91790 -0.76885
H 2.21223 1.08857 1.46343
H 3.07473 -0.40963 1.62258
H 2.98107 0.58653 0.01137
H 0.01341 -1.85882 1.74516
H 1.56495 -1.90733 2.40761
H 0.75452 -0.40915 2.61075
H -0.57674 -1.65951 -1.09252
H -0.81852 -0.20310 -1.91752
H -2.63468 -0.88541 0.98061
H -4.79692 0.44044 -1.16968
H -3.29709 0.13171 -1.98786
H -3.33081 1.86457 -0.04434
H 1.69332 -1.28789 -0.01441
```

## Properties
* total charge: +1
* HOMO energy (alpha / beta): -10.02 / -11.76 eV
* gap between HOMO and LUMO (alpha / beta): 0.2355 / 0.3218 hartree
* energy relative to the best compared isomer or geometry (same formula, charge and spin): 649.1 kJ/mol
* LUMO energy (alpha / beta): -3.61 / -3.00 eV

---

Record 4
2 unconnected molecules or ions with the total composition C9H20N3 in a non-equilibrium geometry. Source: the Open Molecules 2025 dataset; level of theory: ωB97M-V/def2-TZVPD.

Geometry as XYZ:
```
32
C9H20N3, DFT ωB97M-V/def2-TZVPD
C 3.22399 -2.96140 0.21516
C 2.54192 -1.97631 -0.33055
C 1.88372 1.85852 -0.57168
C 2.91051 2.78595 -0.41402
C -0.83167 0.89383 2.10417
C -2.95765 -1.61608 -0.74933
C -1.60872 1.40981 -0.90603
C -1.77181 0.17617 1.18252
C -1.42453 -1.18520 -0.73327
N 0.99119 1.14790 -0.43752
N 0.28548 0.19906 -0.15949
N -1.21251 0.22041 -0.19438
H 4.22019 -2.77449 0.46462
H 2.77556 -3.89299 0.54122
H 2.99780 -1.06401 -0.64196
H 1.53636 -2.09808 -0.73392
H 2.59460 3.79136 -0.74872
H 3.67030 2.41926 -1.22519
H 3.25711 2.94082 0.57762
H -0.01791 0.20382 2.11694
H -0.54775 1.87187 1.83220
H -1.05792 0.94820 3.13910
H -3.30679 -1.93675 -1.71811
H -3.08154 -2.46527 -0.03728
H -3.59067 -0.79405 -0.38042
H -1.76225 1.33577 -1.96719
H -2.50240 1.64654 -0.32611
H -0.94527 2.24876 -0.75348
H -2.71520 0.58278 1.25808
H -1.86011 -0.90913 1.61335
H -1.06066 -1.30299 -1.73670
H -0.63339 -1.70411 -0.27965
```

## Properties
* total charge: +1
* HOMO energy: -12.44 eV
* gap between HOMO and LUMO: 0.3632 hartree
* energy relative to the best compared isomer or geometry (same formula, charge and spin): 614.4 kJ/mol
* LUMO energy: -2.55 eV